1.
A structure of composition C47H64ClIN3PbS2Si2. Source: the OMol25 dataset; level of theory: wB97M-V/def2-TZVPD.

The value obtained for the energy above the lowest of the compared OMol25 structures with the same formula, charge and spin is 1.007 eV. The calculation puts the calculated total energy at -117546.1993 eV.

```
! RIJCOSX wB97M-V def2-TZVPD def2/J DEFGRID3
* xyz -1 1
Pb -0.192 -1.155 0.394
S -1.473 -2.321 2.362
C -0.346 -3.456 3.110
C -0.792 -4.094 4.274
C 0.012 -4.971 4.982
C 1.302 -5.226 4.533
C 1.756 -4.607 3.381
C 0.956 -3.728 2.639
S 1.610 -3.076 1.141
H -1.795 -3.878 4.621
H -0.365 -5.446 5.879
H 1.950 -5.905 5.073
H 2.758 -4.806 3.019
C -0.042 0.956 1.556
Si -1.599 1.803 2.003
C -2.787 1.718 0.515
N -2.901 0.389 -0.083
C -3.709 -0.540 0.713
C -5.210 -0.260 0.656
C -5.692 -0.252 -0.793
C -4.859 0.731 -1.611
C -3.374 0.398 -1.464
C -2.424 1.171 3.574
C -3.773 1.422 3.843
C -4.371 0.978 5.013
C -3.622 0.272 5.948
C -2.281 0.015 5.701
C -1.692 0.459 4.524
C -1.394 3.678 2.240
C -1.783 4.363 3.392
C -1.597 5.736 3.515
C -1.013 6.456 2.481
C -0.611 5.794 1.328
C -0.799 4.424 1.215
H 0.684 0.897 2.372
H 0.413 1.558 0.761
H -2.344 2.385 -0.236
H -3.758 2.176 0.770
H -3.363 -0.516 1.747
H -3.517 -1.552 0.338
H -5.436 0.702 1.129
H -5.734 -1.024 1.236
H -6.756 -0.010 -0.855
H -5.567 -1.257 -1.212
H -5.040 1.753 -1.265
H -5.140 0.698 -2.668
H -2.767 1.106 -2.035
H -3.189 -0.604 -1.875
H -4.371 1.971 3.123
H -5.420 1.178 5.195
H -4.086 -0.084 6.859
H -1.696 -0.551 6.415
H -0.655 0.217 4.327
H -2.234 3.815 4.211
H -1.906 6.243 4.421
H -0.867 7.524 2.575
H -0.145 6.345 0.520
H -0.459 3.920 0.316
C 5.369 -0.601 -2.348
C 3.866 -0.745 -2.051
C 3.549 -2.218 -1.748
C 3.094 -0.397 -3.331
Si 3.285 0.339 -0.542
C 2.978 2.199 -1.056
C 4.153 2.772 -1.867
C 2.762 3.116 0.155
C 1.702 2.286 -1.912
C 4.447 0.188 1.014
C 5.668 1.117 0.896
C 3.645 0.555 2.269
C 4.970 -1.238 1.235
H 5.628 -1.212 -3.222
H 5.985 -0.943 -1.520
H 5.648 0.429 -2.571
H 3.887 -2.840 -2.586
H 2.474 -2.371 -1.625
H 4.026 -2.586 -0.844
H 3.357 -1.117 -4.115
H 3.329 0.595 -3.713
H 2.013 -0.458 -3.173
H 5.087 2.736 -1.306
H 3.954 3.824 -2.110
H 4.304 2.245 -2.807
H 3.652 3.206 0.775
H 1.942 2.782 0.790
H 2.512 4.122 -0.203
H 1.783 1.727 -2.843
H 1.506 3.334 -2.170
H 0.833 1.903 -1.372
H 5.390 2.169 0.845
H 6.273 0.885 0.018
H 6.306 0.991 1.778
H 3.218 1.556 2.226
H 4.304 0.509 3.145
H 2.834 -0.160 2.422
H 5.636 -1.569 0.441
H 4.153 -1.954 1.334
H 5.547 -1.256 2.168
I -2.506 -7.516 -1.197
C -2.356 -5.515 -1.688
C -2.698 -4.937 -2.883
N -2.428 -3.621 -2.740
N -1.936 -3.317 -1.530
C -1.885 -4.462 -0.873
H -3.092 -5.355 -3.792
H -2.546 -2.880 -3.416
H -1.514 -4.486 0.140
Cl -1.146 0.229 -9.094
C -0.958 -0.081 -7.394
C -0.410 -1.290 -6.976
C -0.263 -1.538 -5.630
C -0.658 -0.585 -4.651
C -0.512 -0.842 -3.289
C -1.206 0.637 -5.127
C -1.354 0.885 -6.472
H -0.103 -2.020 -7.712
H 0.172 -2.472 -5.297
H -0.803 -0.119 -2.541
H -0.090 -1.770 -2.929
H -1.507 1.386 -4.405
H -1.770 1.819 -6.822
*
```

2.
A cluster of 5 separate species, C47H64ClN4O13P2S2 in total in a non-equilibrium geometry. Source: the OMol25 dataset; level of theory: wB97M-V/def2-TZVPD.

The calculation puts the calculated total energy at -135118.5810 eV.

```
! RIJCOSX wB97M-V def2-TZVPD def2/J DEFGRID3
* xyz 1 1
C -3.944 3.268 8.333
C -4.965 2.565 7.416
C -4.638 2.771 5.928
C -3.522 1.828 5.518
N -3.059 1.958 4.118
C -1.964 1.032 3.835
C -1.976 0.633 2.361
C -0.669 -0.063 1.949
C -0.796 -1.431 1.299
N -1.305 -1.579 -0.102
C -1.310 -2.809 -0.567
N -1.807 -3.057 -1.851
C -0.742 -3.656 -2.724
O -0.018 -2.654 -3.354
C 0.215 -4.505 -1.892
C -0.582 -5.055 -0.713
C 0.111 -6.140 0.092
C 0.142 -7.472 -0.671
C -1.166 -8.260 -0.506
P -0.995 -9.783 -1.453
O -0.477 -9.509 -2.801
O 0.032 -10.660 -0.612
C -0.375 -11.763 0.229
C -0.058 -13.076 -0.460
O -2.434 -10.437 -1.393
C -2.731 -11.558 -2.277
C -4.140 -11.393 -2.835
N -0.867 -3.866 0.152
P -1.969 -0.352 -1.286
O -1.142 0.933 -0.775
Cl -3.819 -0.038 -0.461
C -2.753 3.293 3.762
S -1.341 4.059 4.008
S -4.108 4.056 2.948
C -4.025 5.772 3.498
C -5.070 6.612 2.737
C -5.912 7.504 3.666
H -4.409 4.064 8.913
H -3.151 3.736 7.743
H -3.451 2.569 9.007
H -4.934 1.491 7.616
H -5.967 2.946 7.600
H -5.512 2.608 5.297
H -4.313 3.810 5.816
H -2.667 1.909 6.204
H -3.912 0.810 5.605
H -0.985 1.417 4.138
H -2.140 0.134 4.433
H -2.216 1.498 1.739
H -2.794 -0.079 2.234
H -0.015 0.583 1.369
H -0.117 -0.263 2.873
H -1.411 -2.079 1.930
H 0.209 -1.863 1.296
H -2.619 -3.665 -1.810
H -1.276 -4.303 -3.426
H -0.624 -2.069 -3.834
H 1.018 -3.866 -1.509
H 0.692 -5.279 -2.490
H -1.538 -5.442 -1.075
H -0.457 -6.282 1.017
H 1.115 -5.814 0.381
H 0.984 -8.059 -0.304
H 0.318 -7.279 -1.730
H -2.000 -7.689 -0.919
H -1.324 -8.482 0.551
H -1.410 -11.667 0.559
H 0.247 -11.695 1.123
H -0.570 -13.923 -0.003
H -0.248 -13.038 -1.532
H 1.012 -13.259 -0.351
H -1.995 -11.597 -3.079
H -2.659 -12.454 -1.664
H -4.151 -11.545 -3.912
H -4.852 -12.055 -2.346
H -4.472 -10.372 -2.646
H -0.008 -3.616 0.640
H -1.715 1.607 -0.375
H -3.027 6.165 3.318
H -4.205 5.819 4.573
H -5.729 5.984 2.135
H -4.534 7.265 2.048
H -6.915 7.629 3.257
H -5.997 7.089 4.669
H -5.490 8.507 3.719
C -0.364 5.325 -0.181
C -0.876 5.887 0.909
C -0.576 7.299 1.260
O -1.053 7.805 2.253
C 0.318 8.057 0.350
C 0.832 7.494 -0.741
C 0.530 6.083 -1.091
O 0.993 5.562 -2.085
H -0.566 4.299 -0.461
H -1.529 5.357 1.592
H 0.521 9.085 0.624
H 1.484 8.035 -1.418
C 3.191 7.179 -5.537
C 2.675 7.737 -4.446
C 2.975 9.147 -4.094
O 2.508 9.658 -3.094
C 3.866 9.912 -4.999
C 4.381 9.354 -6.090
C 4.085 7.943 -6.447
O 4.552 7.431 -7.441
H 2.990 6.153 -5.817
H 2.023 7.193 -3.772
H 4.064 10.940 -4.735
H 5.030 9.898 -6.765
C 6.633 14.319 -6.187
C 7.559 15.026 -5.546
C 7.852 14.786 -4.111
O 8.693 15.428 -3.522
C 7.071 13.726 -3.421
C 6.145 13.019 -4.062
C 5.854 13.259 -5.498
O 5.013 12.621 -6.099
H 6.400 14.474 -7.232
H 8.139 15.802 -6.029
H 7.302 13.570 -2.375
H 5.569 12.247 -3.568
C 3.935 -10.734 1.033
C 4.934 -10.085 0.444
C 6.090 -10.816 -0.139
O 6.999 -10.221 -0.674
C 6.084 -12.298 -0.039
C 5.084 -12.946 0.551
C 3.930 -12.216 1.132
O 3.013 -12.803 1.666
H 3.082 -10.226 1.465
H 4.963 -9.006 0.358
H 6.936 -12.807 -0.471
H 5.057 -14.025 0.637
*
```